(1)
Computed, not measured: an isolated molecule of C18H23FN6O4, with ωB97M-V/def2-TZVPD.

XYZ file:
```
52
Properties=species:S:1:pos:R:3:forces:R:3:lowdin_charge:R:1
C -2.3235 3.3668 -0.8570 -0.03 0.00 -0.02 -0.1498
C 0.6611 0.9341 -1.2078 -0.34 -0.01 0.13 -0.1037
H 1.0304 -0.7514 2.9558 0.01 0.01 0.02 0.1226
C 1.3008 2.0931 0.9446 -0.01 -0.02 0.01 -0.1299
O -0.4757 -1.8408 -1.4738 0.03 0.27 -0.47 0.1334
C 1.4322 2.0864 -0.5745 -0.01 0.03 -0.03 -0.1627
H -2.0884 3.4306 1.3677 0.01 0.00 0.00 0.1206
C -2.9215 0.7579 1.5482 -0.01 0.01 0.03 -0.2368
N -2.7334 2.3554 -1.6940 0.00 0.02 0.02 0.0930
H 2.6608 0.8801 2.1283 0.01 0.00 -0.01 0.1411
O -1.6162 1.6339 3.3729 -0.02 -0.02 0.03 0.0664
H -4.3196 0.4313 3.1546 0.00 0.00 0.00 0.0899
C 0.7010 0.2196 2.5741 0.02 -0.02 0.01 -0.1274
H -5.0426 1.0794 1.6678 0.00 0.00 0.00 0.0853
H -3.6393 0.0593 -2.4488 0.00 0.00 0.00 0.0848
N 2.8721 -1.7968 -2.0009 -0.04 0.00 -0.01 0.2122
O 4.9137 -2.0043 -2.9246 0.02 0.00 0.00 0.1089
H 2.9506 -0.0247 -0.0648 0.01 0.00 0.01 0.1191
H 1.8906 2.9096 1.3623 0.00 0.00 0.02 0.1174
C -2.9794 1.3267 -0.9169 0.05 -0.02 0.00 -0.3854
N 3.9313 -3.9121 -2.1610 0.00 0.01 0.00 0.2096
H -2.7073 -0.7859 -1.2147 0.01 0.00 0.01 0.0572
C 0.6313 -1.4911 -1.1365 -0.22 -0.40 0.76 -0.3746
N -2.7313 1.6271 0.3917 -0.05 0.02 0.02 -0.0067
N 0.8720 -0.3239 -0.4317 0.53 0.14 -0.46 -0.0519
C -3.4546 -0.0073 -1.3797 0.00 0.00 -0.02 -0.0064
H -0.4042 1.1655 -1.2315 -0.01 -0.01 0.02 0.0983
C 1.7747 -3.7419 -1.2012 0.03 -0.03 0.00 -0.1454
C 3.8618 -2.5911 -2.3412 0.03 0.02 -0.03 -0.4391
H 2.4852 2.0376 -0.8609 0.00 -0.01 0.00 0.1132
C -4.1737 1.1220 2.3244 -0.02 -0.01 0.00 -0.0217
C -1.6660 0.8675 2.4281 0.03 0.04 -0.05 -0.4596
C -2.3268 2.9451 0.4366 0.06 -0.02 0.00 -0.0725
H 0.6230 0.8995 3.4213 -0.01 0.01 -0.01 0.1244
C 2.0287 -0.2741 0.4670 0.01 -0.05 -0.02 -0.1371
C 1.8117 -2.3915 -1.4357 0.00 0.03 0.04 -0.1108
C 1.7323 0.7457 1.5660 0.00 0.00 0.05 -0.2603
H 0.2609 2.3002 1.2023 -0.02 0.00 0.00 0.0919
C 2.8946 -4.4857 -1.5874 -0.01 0.00 0.01 -0.3078
H 1.0360 3.0146 -0.9888 0.01 0.00 -0.01 0.1158
H 3.7524 -6.1393 -1.7019 -0.01 0.00 0.00 0.1299
H -4.3830 -0.3009 -0.8853 0.00 0.00 0.00 0.0798
H 2.1660 -1.2631 0.9111 0.00 0.01 0.00 0.1316
O 2.9106 -5.7985 -1.3671 0.00 -0.01 0.00 0.1367
H -2.9959 -0.2602 1.1641 0.01 -0.01 0.00 0.1422
H -0.7256 -0.3968 1.1440 0.01 0.03 0.00 0.1267
F 0.7482 -4.3502 -0.6061 -0.03 0.01 0.00 0.1217
H 5.5592 -2.6941 -3.1252 -0.01 0.00 0.01 0.1169
N -0.6379 0.0875 2.0261 -0.02 -0.03 -0.02 0.0920
H 0.9931 0.7828 -2.2378 -0.01 0.01 0.00 0.1296
H -4.0810 2.1261 2.7337 0.00 0.00 0.00 0.0841
H -2.0598 4.3405 -1.2358 -0.01 0.00 0.00 0.0936
```
Positions in Å, forces in eV/Å.

Values from the calculation:
**Orbital gap**: 8.30 eV
**HOMO**: -8.47 eV

(2)
Computed, not measured: a structure of composition C18H23MnN6O4P2 in a non-equilibrium geometry, with ωB97M-V/def2-TZVPD.

XYZ file:
```
54
Properties=species:S:1:pos:R:3:forces:R:3:lowdin_charge:R:1
C 2.9681 4.8173 -1.0992 0.00 0.01 0.00 0.0049
H -1.2824 4.4391 -1.2485 0.00 0.01 0.02 0.0763
C -0.4852 -5.5261 1.4854 0.02 -0.01 0.03 0.0142
C 1.6544 4.4678 -0.8149 0.02 0.00 0.01 -0.0364
C 2.3840 2.2067 -0.3753 -0.14 -0.03 0.00 -0.3715
H -1.7903 3.1358 1.8009 0.03 0.00 -0.01 0.0422
C -0.4340 -4.1517 1.5720 0.00 -0.01 0.04 0.0481
Mn -0.4065 0.3243 0.4592 -0.41 -0.78 -0.33 0.8011
C -3.2550 -0.6146 -0.1373 0.02 0.06 0.03 -0.1172
H -5.4610 2.3829 1.4252 0.05 -0.09 0.13 0.1412
H -0.5123 4.3577 1.5752 0.00 0.01 0.01 0.0855
H 0.8814 5.2233 -0.8773 -0.01 0.00 -0.01 0.1228
N -3.2548 1.3463 0.7653 -0.03 0.03 0.03 0.0965
P -0.3114 2.6310 -0.0576 0.29 0.89 0.06 0.8969
H -2.4653 3.1370 -1.0061 -0.02 0.02 0.00 0.0490
H 3.2005 5.8353 -1.3825 0.00 0.00 -0.01 0.1387
C 2.5913 0.2646 1.8225 -0.07 -0.04 -0.08 -0.1682
H -0.4877 -3.6592 2.5344 0.00 0.00 0.00 0.1394
C -0.2745 -1.9775 0.4491 0.02 -0.56 0.06 -0.4729
H -0.1636 -3.4456 -1.7892 -0.01 -0.07 -0.04 0.1424
N -0.2437 -6.0452 -2.2402 1.10 0.09 0.20 -0.3411
C -0.4200 -6.1503 0.2388 0.00 0.03 0.02 0.0970
H 4.5050 1.8404 -0.6039 0.00 0.00 -0.01 0.1248
N -4.5220 -0.2786 -0.0320 -0.05 0.00 0.04 0.1988
C -0.3172 -3.3924 0.3901 0.05 0.09 -0.07 -0.1286
H -0.5758 -6.1249 2.3807 0.00 0.00 0.00 0.1379
C -0.7328 3.2866 1.5886 -0.03 -0.02 -0.06 -0.1826
H 2.3575 -0.5020 -1.9750 0.01 0.00 0.00 0.0850
C -0.2532 -4.0119 -0.8716 -0.03 0.11 0.06 0.0973
H 2.4554 -0.7785 2.1083 0.01 0.00 0.01 0.0696
H 2.5303 -1.6642 -0.6317 0.02 0.00 0.02 0.0698
C 3.6988 2.5613 -0.6622 0.02 -0.02 0.04 -0.0352
H -2.9327 -1.5506 -0.5615 0.03 0.01 -0.03 0.1385
N -5.5470 1.6331 0.7568 -0.18 0.29 -0.29 0.2032
C -1.4326 3.3580 -1.2652 -0.06 -0.29 -0.02 -0.1765
O -0.1671 -7.2444 -2.2331 -0.40 -0.14 -0.05 0.1527
C -0.3074 -5.3788 -0.9100 -0.32 -0.03 -0.07 -0.0852
H -0.4545 -7.2287 0.1460 -0.01 0.00 -0.01 0.1493
H -1.2059 2.9800 -2.2621 0.00 0.02 0.00 0.0805
C 2.7161 -0.6404 -0.9554 -0.25 -0.07 -0.02 -0.1623
O -0.1265 -5.3070 -3.1924 -0.37 0.04 -0.14 0.1120
C 3.9821 3.8702 -1.0283 0.01 -0.01 0.00 0.0043
H 3.6576 0.5046 1.8186 0.01 0.00 -0.01 0.0859
O -0.2580 -1.2004 -0.6187 -0.05 0.22 0.20 -0.0586
N -2.4537 0.3539 0.3445 -0.30 0.13 -0.03 -0.0869
H -0.1265 2.8352 2.3775 0.03 0.01 -0.02 0.0636
O -0.2687 -1.2481 1.5161 0.00 -0.02 -0.05 -0.0136
H 5.0007 4.1496 -1.2623 0.00 0.01 0.01 0.1388
P 1.9464 0.5485 0.1523 0.84 0.44 0.23 0.9385
H -6.4043 1.1031 0.6854 0.01 -0.06 0.08 0.1483
H 3.7921 -0.4529 -0.9209 0.01 0.00 0.00 0.0828
N -4.4474 0.9164 0.5257 0.18 -0.20 0.09 -0.2339
H 2.0957 0.9079 2.5509 0.03 0.02 0.00 0.0683
C 1.3633 3.1560 -0.4551 -0.08 -0.11 -0.03 -0.3751
```
Positions in Å, forces in eV/Å.

Values from the calculation:
**Orbital gap (spin up / spin down)**: 4.78 / 6.82 eV
**Expectation value of S²**: 4.094
**Multiplicity**: 4
**Charge**: +3
**HOMO (spin up / spin down)**: -18.11 / -18.11 eV

(3)
Computed, not measured: a cluster of 2 separate species, C18H23N2 in total in a non-equilibrium geometry, with ωB97M-V/def2-TZVPD.

XYZ file:
```
43
Properties=species:S:1:pos:R:3:forces:R:3:lowdin_charge:R:1
H -1.6763 1.3209 3.3379 0.20 -0.07 0.15 0.1059
C -0.2101 0.3606 -4.6314 0.11 0.61 0.46 -0.1542
H -0.5342 -1.9702 0.5696 -0.01 0.15 -0.26 0.0962
H 4.1676 2.1680 3.6423 -0.18 -0.36 0.01 0.1227
C -0.9882 -0.0940 -2.2701 0.05 0.15 0.76 -0.2061
H -2.4114 -1.2931 -6.2980 -0.03 0.08 -0.01 0.1050
H -0.9045 -1.5438 4.5464 0.10 0.16 -0.18 0.1313
C 0.0377 0.0758 3.5718 0.05 -0.19 1.07 -0.1553
C -0.9554 1.1631 -1.5951 -0.06 -0.95 0.18 0.0199
H -0.0507 1.4330 -4.4075 0.13 -0.27 -0.23 0.1098
C -0.8512 -1.2526 -1.4490 -0.05 0.79 -0.02 0.0222
N -0.6504 0.0869 0.5511 -0.17 -0.02 0.15 0.0370
H -1.7382 -0.9850 3.0872 0.25 -0.03 0.14 0.1027
C -0.7487 -1.1778 3.5165 -0.32 -0.22 -0.41 -0.0361
H 4.0765 -2.1386 4.0516 -0.16 0.37 0.01 0.1225
C 3.6109 1.2291 3.6908 -0.16 0.13 -0.02 -0.0362
C -0.8339 1.1761 -0.1983 0.19 0.14 -0.58 -0.1472
C 2.2245 1.2589 3.5976 -0.13 -0.24 0.33 0.0291
H 1.6078 -2.1028 3.9384 0.37 0.29 -0.15 0.1223
H -0.8620 -2.2583 -1.8708 -0.02 0.38 -0.05 0.1168
C -0.7364 1.2939 3.9028 -0.31 0.34 -0.62 -0.0072
C -0.8363 0.1693 -6.0323 0.43 0.10 0.25 -0.1574
C -0.6665 -1.0945 -0.0718 -0.12 -0.01 -0.46 -0.1500
N -1.1554 -0.2074 -3.6623 0.11 -0.63 -0.87 -0.1368
H -0.2582 -0.5673 -6.5929 -0.03 0.10 0.03 0.1055
C 1.4498 0.0536 3.6544 1.15 0.10 -0.25 -0.1648
H -0.2688 -1.9722 2.9401 -0.04 0.18 0.16 0.0822
H -3.1963 0.2694 -3.9154 0.10 -0.38 -0.17 0.1173
H -1.0075 1.2413 4.9729 0.15 -0.13 -0.26 0.1353
H -0.8139 1.1027 -6.6034 0.04 -0.17 0.15 0.1083
C 4.2916 0.0123 3.8500 -0.56 -0.01 -0.23 -0.0064
C -2.4615 -0.4735 -4.2888 -0.29 0.31 0.55 -0.1477
C 3.5607 -1.1840 3.9261 -0.30 -0.13 -0.01 -0.0358
C 2.1736 -1.1737 3.8269 -0.12 0.27 -0.07 0.0274
H -2.9975 0.3658 -6.2394 0.10 -0.16 0.15 0.1083
H 0.7597 -0.1557 -4.5656 -0.20 0.23 0.07 0.1158
H 1.7063 2.2175 3.5189 0.37 -0.35 -0.16 0.1157
C -2.2633 -0.3270 -5.8156 -0.31 -0.13 0.37 -0.1582
H -1.0611 2.1075 -2.1283 -0.01 -0.32 0.03 0.1146
H -2.8219 -1.4794 -4.0316 0.00 0.25 0.02 0.1123
H -0.2054 2.2309 3.7400 -0.05 -0.15 0.11 0.0818
H 5.3835 -0.0094 3.8896 -0.39 0.03 0.06 0.1276
H -0.8846 2.1238 0.3446 0.10 -0.20 -0.21 0.1036
```
Positions in Å, forces in eV/Å.

Values from the calculation:
**Orbital gap**: 4.86 eV
**Charge**: +1
**HOMO**: -10.31 eV

(4)
Computed, not measured: an isolated molecule of C18H23N3O4S, with ωB97M-V/def2-TZVPD.

XYZ file:
```
49
Properties=species:S:1:pos:R:3:forces:R:3:lowdin_charge:R:1
H 7.3117 0.0226 -0.4991 -0.07 -0.05 -0.05 0.1283
C -4.5040 0.8495 1.2359 -0.66 -0.13 0.17 -0.1682
S -3.9298 3.2128 -0.4860 -0.31 0.41 -0.22 0.6985
H 0.8970 2.1310 -1.5231 0.03 0.09 -0.11 0.1332
O -3.4194 -0.9003 -0.9604 -0.13 0.15 0.03 -0.1713
C -2.3928 -3.1289 -0.7036 -0.21 0.34 -0.14 -0.0612
C -2.8473 -2.0019 -1.6279 0.20 -0.26 -0.12 -0.2543
O 6.2732 0.3390 1.1925 0.14 0.05 0.07 -0.1281
H -1.8201 -2.7198 0.1245 0.08 0.00 0.11 0.0603
H -0.0987 -1.4816 1.6994 -0.04 -0.07 0.04 0.1244
C 1.6662 0.4317 -0.4750 -0.41 -0.07 -0.11 -0.1378
H -5.3141 -1.7167 -0.9722 0.06 0.01 0.05 0.1282
H -4.4590 -1.7927 0.5946 -0.03 -0.02 -0.10 0.1216
H 5.3153 0.5455 -2.0316 0.06 0.08 0.10 0.1262
C -2.1967 0.1009 1.2588 0.24 -0.01 0.16 -0.3702
H 5.9198 -1.0755 -0.2690 0.04 0.07 -0.02 0.1319
H 5.0661 0.6176 2.7731 -0.08 -0.04 -0.04 0.1292
C 1.3890 -0.5990 0.4268 0.00 0.03 -0.02 -0.0203
N 4.0481 0.8837 -0.4327 0.22 0.04 0.07 -0.0439
C -0.5782 1.2530 -0.2301 0.25 -0.58 0.42 -0.1605
C 6.2747 -0.0387 -0.1674 -0.05 0.14 -0.31 -0.1785
H 5.7828 1.9071 -0.9702 -0.01 -0.06 -0.03 0.1358
C -0.8545 0.2275 0.6804 0.24 0.11 -0.24 -0.0603
H -5.3294 0.8037 -0.7522 -0.11 -0.03 0.03 0.0881
C 0.6864 1.3487 -0.8094 0.10 -0.06 0.06 0.0647
C 4.9744 0.3057 1.7318 -0.34 0.22 0.07 -0.1847
N -1.5716 2.1485 -0.5173 -0.04 -0.06 -0.09 0.0918
H 3.0217 1.1867 1.3667 0.11 0.05 0.00 0.1217
H 4.4017 2.2742 1.0652 -0.07 -0.06 0.04 0.1360
H -4.4878 0.2313 2.1352 0.01 0.14 -0.12 0.1260
H -1.7672 -3.8213 -1.2599 0.06 -0.12 -0.05 0.0765
H 2.1533 -1.3234 0.6633 0.09 -0.08 0.04 0.1189
C -2.8393 2.0664 -0.0281 0.10 0.47 -0.17 -0.7751
C -4.6393 -1.1728 -0.2939 -0.28 -0.01 0.05 -0.2111
C 5.3829 0.8876 -0.9984 0.29 -0.29 -0.11 -0.1026
C -5.2822 0.1495 0.1196 0.42 -0.21 -0.01 -0.1408
H -1.9850 -1.5813 -2.1533 -0.09 -0.11 -0.04 0.1209
C 2.9921 0.4919 -1.1775 -0.04 0.11 0.04 -0.4257
H -3.2433 -3.6749 -0.3028 -0.03 -0.09 0.08 0.0725
H -3.5575 -2.3939 -2.3729 0.09 0.08 0.02 0.1189
H -1.4048 2.8921 -1.1833 -0.17 -0.10 0.18 0.1358
N -3.1195 1.0590 0.8457 0.25 0.20 0.06 -0.0035
O -2.4998 -0.7574 2.0593 0.07 -0.12 -0.04 0.0927
O 3.0885 0.2044 -2.3553 -0.16 -0.08 -0.25 0.0821
H 4.5763 -0.7204 1.6931 0.00 0.06 0.02 0.1246
C 4.0328 1.2457 0.9653 0.15 -0.13 0.46 -0.1116
H -4.9548 1.8196 1.4551 0.13 -0.15 0.03 0.0906
C 0.1387 -0.6967 0.9975 -0.05 0.13 -0.04 0.0096
H -6.2970 -0.0399 0.4692 -0.05 0.00 0.01 0.1209
```
Positions in Å, forces in eV/Å.

Values from the calculation:
**Orbital gap**: 8.52 eV
**HOMO**: -8.45 eV

For the records above, the corresponding energy above the lowest of the compared OMol25 structures with the same formula, charge and spin values read 59.0, 0.0, 155.4, 110.2 kJ/mol.